A structure of composition C32H34N7OPtSeSi in a non-equilibrium geometry. Source: OMol25; level of theory: ωB97M-V/def2-TZVPD.

Total energy ... -122680.9618 eV
HOMO-LUMO gap (alpha / beta) ... 6.5 / 6.6 eV
Max |F| ... 1.86 eV/A
Net charge ... +1
Molecular weight ... 834.796 g mol⁻¹

```
77
C32H34N7OPtSeSi | OMol25 | ωB97M-V/def2-TZVPD
Pt -0.809 0.300 -0.658
Se -7.002 -1.810 3.654
N -6.143 -2.533 2.297
C -5.180 -1.718 1.906
C -4.295 -1.971 0.807
C -4.389 -3.117 0.014
C -3.540 -3.252 -1.064
C -2.593 -2.256 -1.301
N -2.461 -1.187 -0.539
C -3.305 -1.006 0.497
C -3.193 0.206 1.268
N -2.231 1.095 0.947
C -2.145 2.239 1.593
C -2.990 2.579 2.648
C -3.956 1.675 3.041
C -4.085 0.474 2.340
C -5.084 -0.503 2.655
N -5.974 -0.379 3.624
H -5.133 -3.862 0.258
H -3.600 -4.106 -1.719
H -1.919 -2.332 -2.144
H -1.367 2.920 1.276
H -2.875 3.528 3.145
H -4.618 1.870 3.872
C 0.740 1.693 -0.810
Si 2.325 0.759 -0.383
C 1.824 -0.410 1.074
N 0.553 -1.079 0.811
C 0.715 -2.246 -0.053
C 1.414 -3.439 0.627
C 0.979 -3.580 2.091
C -0.372 -2.904 2.290
C -0.206 -1.405 2.034
C 3.575 2.061 0.183
C 4.009 2.201 1.496
C 4.738 3.309 1.892
C 5.047 4.302 0.981
C 4.653 4.162 -0.340
C 3.931 3.051 -0.731
C 3.040 -0.191 -1.851
C 4.386 -0.549 -1.856
C 4.977 -1.087 -2.983
C 4.228 -1.267 -4.134
C 2.884 -0.928 -4.143
C 2.294 -0.409 -3.005
H 0.784 2.100 -1.823
H 0.624 2.526 -0.112
H 1.705 0.207 1.961
H 2.611 -1.137 1.280
H 1.288 -1.953 -0.934
H -0.278 -2.572 -0.370
H 2.497 -3.333 0.567
H 1.148 -4.338 0.069
H 1.705 -3.098 2.750
H 0.926 -4.630 2.376
H -0.732 -3.043 3.312
H -1.117 -3.337 1.620
H 0.311 -0.967 2.891
H -1.198 -0.950 1.989
H 3.770 1.434 2.217
H 5.045 3.410 2.922
H 5.594 5.178 1.293
H 4.889 4.931 -1.058
H 3.623 2.942 -1.760
H 4.974 -0.392 -0.963
H 6.027 -1.342 -2.970
H 4.692 -1.664 -5.025
H 2.306 -1.049 -5.048
H 1.236 -0.159 -3.006
N -1.796 3.319 -2.132
C -2.308 2.308 -2.864
N -3.150 2.664 -3.859
O -2.050 1.122 -2.641
H -1.980 4.284 -2.342
H -1.150 3.066 -1.398
H -3.291 3.626 -4.111
H -3.550 1.949 -4.439
```



A structure of composition C10H20N4O4Re in a non-equilibrium geometry. Source: OMol25; level of theory: ωB97M-V/def2-TZVPD.

Multiplicity ... 4
Total energy ... -26975.0412 eV
HOMO-LUMO gap (alpha / beta) ... 7.0 / 8.1 eV
Max |F| ... 1.62 eV/A
Net charge ... 0
Molecular weight ... 446.501 g mol⁻¹

```
39
C10H20N4O4Re | OMol25 | ωB97M-V/def2-TZVPD
Re -0.500 1.046 1.038
N -0.252 -0.402 2.781
C -1.329 -0.116 3.774
C -1.742 1.355 3.717
O -2.103 1.898 4.744
N -1.607 1.931 2.491
C -1.097 3.300 2.528
C 0.432 3.373 2.212
O 0.908 4.481 2.270
O 1.006 2.235 1.867
H -0.343 -1.349 2.431
H 0.666 -0.332 3.198
H -0.979 -0.291 4.789
H -2.173 -0.777 3.583
H -1.169 3.744 3.521
H -1.612 3.965 1.835
C -0.215 -1.598 -4.318
C 0.770 -1.931 -3.207
N 0.514 -1.172 -1.986
C -0.485 -1.737 -1.083
C 0.167 -2.523 0.046
C 1.137 -0.015 -1.699
C 2.181 0.479 -2.666
N 0.872 0.678 -0.634
H -0.012 -2.202 -5.203
H -0.149 -0.545 -4.595
H -1.240 -1.793 -4.001
H 1.793 -1.770 -3.538
H 0.700 -2.990 -2.948
H -1.121 -2.393 -1.678
H -1.127 -0.935 -0.720
H 0.780 -3.337 -0.343
H -0.599 -2.965 0.688
H 0.814 -1.877 0.642
H 3.043 -0.189 -2.679
H 2.520 1.468 -2.370
H 1.783 0.541 -3.678
H 1.458 1.506 -0.603
O -1.691 1.240 -0.203
```



The molecule C5H6ClNO in a non-equilibrium geometry. Source: OMol25; level of theory: ωB97M-V/def2-TZVPD.

Total energy ... -21339.6274 eV
HOMO-LUMO gap ... 9.1 eV
Max |F| ... 4.94 eV/A
Net charge ... 0
Molecular weight ... 131.562 g mol⁻¹

```
14
C5H6ClNO | OMol25 | ωB97M-V/def2-TZVPD
C 1.118 -0.139 -0.729
C 0.076 0.470 -0.217
C 0.871 -2.033 0.284
C -0.633 -0.284 0.940
C -0.351 1.886 -0.658
N -0.133 -1.632 1.050
O 1.433 -2.984 -0.065
Cl 2.005 0.109 -2.160
H -0.504 0.297 1.802
H -1.734 -0.304 0.692
H 0.236 2.213 -1.555
H -0.519 2.756 -0.106
H -1.324 1.772 -1.155
H -0.540 -2.125 1.877
```



The molecule C3H8N2S in a non-equilibrium geometry. Source: OMol25; level of theory: ωB97M-V/def2-TZVPD.

SMILES ... CN(C)/C=N/S
Total energy ... -17054.8054 eV
HOMO-LUMO gap ... 8.5 eV
Max |F| ... 2.62 eV/A
Net charge ... 0
Molecular weight ... 104.178 g mol⁻¹

```
14
C3H8N2S | OMol25 | ωB97M-V/def2-TZVPD
C 0.831 1.304 0.036
N 0.514 -0.069 -0.036
C 1.519 -1.163 0.012
C -0.800 -0.382 -0.112
N -1.714 0.524 -0.086
S -3.258 -0.306 0.053
H 0.222 1.829 -0.756
H 1.879 1.514 -0.078
H 0.546 1.641 1.024
H 0.969 -2.108 0.254
H 2.134 -0.886 0.892
H 2.141 -1.261 -0.875
H -0.978 -1.516 -0.187
H -4.006 0.879 -0.141
```



A structure of composition C21H56BCuF4O21S7 in a non-equilibrium geometry. Source: OMol25; level of theory: ωB97M-V/def2-TZVPD.

Multiplicity ... 2
Total energy ... -197712.2090 eV
HOMO-LUMO gap (alpha / beta) ... 11.3 / 7.5 eV
Max |F| ... 2.55 eV/A
Net charge ... +1
Molecular weight ... 1019.477 g mol⁻¹

```
111
C21H56BCuF4O21S7 | OMol25 | ωB97M-V/def2-TZVPD
Cu 0.162 -0.037 0.228
B 1.330 1.722 2.072
F 1.236 1.982 0.682
F 0.456 2.563 2.775
F 0.919 0.384 2.243
F 2.640 1.906 2.493
O 3.627 0.670 -2.430
S 3.666 0.496 -0.995
O 2.548 -0.127 -0.315
O 4.932 -0.463 -0.659
C 6.183 -0.041 -1.239
C 7.227 -1.075 -0.916
C 4.190 2.046 -0.164
H 6.515 0.926 -0.855
H 6.080 0.084 -2.317
H 7.062 -1.960 -1.532
H 7.233 -1.376 0.133
H 8.241 -0.713 -1.085
H 4.749 1.681 0.693
H 3.335 2.671 0.052
H 4.901 2.512 -0.843
O 0.616 -1.517 -1.593
S 1.008 -2.283 -2.735
O 0.623 -1.875 -4.062
O 2.632 -2.423 -2.713
C 3.286 -2.553 -3.972
C 4.768 -2.235 -3.763
C 0.501 -4.008 -2.470
H 2.968 -1.779 -4.671
H 3.173 -3.536 -4.429
H 5.297 -2.292 -4.714
H 5.250 -2.931 -3.075
H 4.866 -1.225 -3.366
H 0.960 -4.615 -3.245
H -0.585 -4.001 -2.522
H 0.808 -4.295 -1.469
O -1.709 -1.109 -0.554
S -2.779 -1.901 -1.100
O -2.519 -3.306 -1.304
O -4.027 -1.722 -0.062
C -5.277 -2.408 -0.329
C -6.259 -1.556 -1.090
C -3.378 -1.177 -2.662
H -5.581 -2.590 0.705
H -5.165 -3.429 -0.700
H -5.881 -1.131 -2.019
H -6.579 -0.707 -0.488
H -7.111 -2.149 -1.426
H -4.091 -1.876 -3.089
H -2.492 -1.238 -3.299
H -3.665 -0.152 -2.458
O -0.377 -4.109 1.299
S 0.697 -3.234 1.692
O 0.754 -1.932 1.102
O 0.630 -3.016 3.289
C 0.064 -4.074 4.065
C -0.146 -3.674 5.524
C 2.239 -4.082 1.545
H 0.678 -4.983 3.988
H -0.858 -4.475 3.638
H 0.449 -2.813 5.822
H 0.152 -4.551 6.096
H -1.193 -3.433 5.695
H 2.187 -4.957 2.185
H 2.959 -3.392 1.992
H 2.490 -4.240 0.501
O -2.470 -2.254 3.566
S -2.089 -0.890 3.304
O -1.524 -0.545 2.019
O -3.331 0.093 3.567
C -4.505 -0.149 2.745
C -5.652 0.617 3.428
C -1.012 -0.279 4.622
H -4.655 -1.215 2.593
H -4.320 0.330 1.783
H -6.603 0.343 2.974
H -5.461 1.681 3.330
H -5.666 0.270 4.460
H -1.486 -0.718 5.498
H -0.976 0.805 4.680
H -0.027 -0.677 4.396
O 0.196 1.221 -1.568
S 0.334 2.269 -2.542
O -0.703 3.247 -2.665
O 1.757 3.031 -2.296
C 2.004 4.182 -3.063
C 3.016 5.066 -2.352
C 0.637 1.562 -4.200
H 1.120 4.819 -3.156
H 2.438 3.999 -4.051
H 4.027 4.646 -2.337
H 2.843 5.100 -1.268
H 3.025 6.097 -2.696
H 0.260 0.540 -4.167
H 1.720 1.474 -4.262
H 0.203 2.193 -4.965
O -3.879 2.276 0.362
S -2.508 2.635 0.647
O -1.451 1.719 0.358
O -2.152 4.020 -0.095
C -3.119 5.114 -0.081
C -2.625 6.220 0.832
C -2.457 3.130 2.356
H -4.035 4.681 0.330
H -3.356 5.385 -1.106
H -3.453 6.904 1.047
H -1.876 6.835 0.340
H -2.371 5.803 1.800
H -1.586 3.746 2.542
H -2.456 2.184 2.899
H -3.392 3.624 2.613
```



The molecule C5H7N3O in a non-equilibrium geometry. Source: OMol25; level of theory: ωB97M-V/def2-TZVPD.

SMILES ... O/N=C/Nc1ccc[nH]1
Total energy ... -11813.7741 eV
HOMO-LUMO gap ... 8.4 eV
Max |F| ... 3.56 eV/A
Net charge ... 0
Molecular weight ... 125.131 g mol⁻¹

```
16
C5H7N3O | OMol25 | ωB97M-V/def2-TZVPD
O 1.003 3.919 0.411
N -0.116 3.105 0.282
C 0.201 1.866 0.272
N -0.769 0.869 0.089
C -0.332 -0.458 -0.029
C 0.884 -1.031 -0.364
C 0.710 -2.403 -0.481
C -0.551 -2.734 -0.212
N -1.239 -1.565 0.042
H 0.503 4.707 0.556
H 1.261 1.441 0.188
H -1.716 1.189 0.309
H 1.839 -0.530 -0.591
H 1.577 -3.112 -0.557
H -1.039 -3.727 -0.080
H -2.217 -1.535 0.166
```